# C18H23N5O3S2

The molecule C18H23N5O3S2 at a distorted geometry (ωB97M-V/def2-TZVPD, the OMol25 dataset).

Atoms and positions in Å:
C  3.112  -2.200  1.513
C  3.558  -2.433  0.293
C  5.013  -2.572  -0.053
N  5.475  -1.344  -0.679
C  6.301  -0.497  -0.037
O  6.928  -0.771  0.963
C  6.389  0.879  -0.694
H  7.376  1.309  -0.535
H  6.123  0.872  -1.748
S  5.246  2.003  0.175
C  3.730  1.301  -0.292
N  3.511  0.506  -1.311
N  2.219  0.167  -1.288
C  1.645  0.765  -0.276
N  2.577  1.513  0.404
C  2.459  2.251  1.627
H  1.655  1.831  2.231
H  3.403  2.178  2.170
H  2.257  3.306  1.428
C  0.240  0.620  0.062
C  -0.368  -0.615  -0.179
C  -1.702  -0.801  0.126
C  -2.427  0.246  0.666
C  -1.848  1.478  0.889
C  -0.511  1.671  0.587
H  -0.067  2.644  0.732
H  -2.453  2.270  1.302
S  -4.157  -0.022  1.040
O  -4.288  -1.243  1.779
O  -4.686  1.185  1.617
N  -4.734  -0.292  -0.514
C  -5.852  -1.218  -0.620
H  -5.872  -1.848  0.266
H  -5.701  -1.841  -1.509
C  -7.077  -0.322  -0.783
H  -7.929  -0.845  -1.212
H  -7.357  0.093  0.186
C  -6.533  0.779  -1.693
H  -6.570  0.454  -2.734
H  -7.083  1.713  -1.599
C  -5.071  0.929  -1.238
H  -4.949  1.776  -0.561
H  -4.387  1.049  -2.083
H  -2.195  -1.745  -0.037
H  0.225  -1.408  -0.605
H  4.867  -0.963  -1.399
H  5.164  -3.404  -0.748
H  5.621  -2.725  0.841
H  2.878  -2.467  -0.548
H  2.063  -2.067  1.723
H  3.782  -2.146  2.356

Computed properties:
Frontier orbital gap = 8.62 eV
2S+1 = 1
SMILES = C=CCNC(=O)CSc1nnc(-c2ccc(S(=O)(=O)N3CCCC3)cc2)n1C
F_max = 1.24 eV/A

In the natural (NBO) picture, each atom carries the following charge in e:
1 C -0.393
2 C -0.182
3 C -0.271
4 N -0.615
5 C 0.657
6 O -0.626
7 C -0.597
8 H 0.258
9 H 0.243
10 S 0.288
11 C 0.178
12 N -0.351
13 N -0.268
14 C 0.301
15 N -0.352
16 C -0.417
17 H 0.230
18 H 0.235
19 H 0.209
20 C -0.080
21 C -0.118
22 C -0.187
23 C -0.329
24 C -0.174
25 C -0.207
26 H 0.218
27 H 0.245
28 S 2.316
29 O -0.934
30 O -0.945
31 N -0.674
32 C -0.230
33 H 0.243
34 H 0.192
35 C -0.417
36 H 0.219
37 H 0.211
38 C -0.415
39 H 0.204
40 H 0.222
41 C -0.243
42 H 0.225
43 H 0.202
44 H 0.239
45 H 0.229
46 H 0.429
47 H 0.201
48 H 0.237
49 H 0.202
50 H 0.197
51 H 0.198

=====

# C18H23N7O2

The molecule C18H23N7O2 at a distorted geometry (ωB97M-V/def2-TZVPD, the OMol25 dataset).

Atoms and positions in Å:
C  -2.498  -3.432  -6.423
C  -2.944  -2.961  -5.044
C  -2.013  -3.469  -3.945
H  -0.996  -3.117  -4.136
C  -2.454  -2.999  -2.559
N  -2.384  -1.562  -2.439
C  -3.444  -0.797  -2.128
O  -4.557  -1.235  -1.914
C  -3.126  0.695  -2.050
H  -2.415  0.971  -2.830
C  -2.547  1.057  -0.679
C  -1.103  0.624  -0.532
O  -0.391  0.224  -1.437
N  -0.644  0.699  0.736
N  0.687  0.404  1.026
C  1.290  1.070  2.039
N  0.596  1.756  2.891
C  1.227  2.335  3.959
C  0.464  3.072  4.873
C  1.068  3.664  5.957
C  2.443  3.544  6.166
C  3.217  2.828  5.284
C  2.621  2.219  4.176
C  3.346  1.467  3.211
N  4.619  1.165  3.072
C  4.665  0.431  1.936
N  3.491  0.257  1.357
N  2.642  0.913  2.165
C  5.922  -0.125  1.392
H  6.628  0.681  1.202
H  5.715  -0.662  0.472
H  6.370  -0.798  2.121
H  4.281  2.718  5.418
H  2.897  4.016  7.024
H  0.472  4.230  6.658
H  -0.598  3.159  4.704
H  1.228  0.100  0.222
H  -1.120  1.143  1.510
H  -3.146  0.599  0.111
H  -2.581  2.141  -0.543
H  -4.058  1.239  -2.200
H  -1.476  -1.125  -2.530
H  -1.821  -3.461  -1.792
H  -3.495  -3.278  -2.374
H  -1.997  -4.560  -3.954
H  -2.966  -1.870  -5.021
H  -3.957  -3.315  -4.846
H  -3.174  -3.062  -7.190
H  -1.496  -3.070  -6.645
H  -2.487  -4.519  -6.470

Computed properties:
Frontier orbital gap = 8.84 eV
2S+1 = 1
SMILES = CCCCNC(=O)CCC(=O)NNc1nc2ccccc2c2nc(C)nn12
F_max = 1.22 eV/A

In the natural (NBO) picture, each atom carries the following charge in e:
1 C -0.599
2 C -0.397
3 C -0.396
4 H 0.191
5 C -0.224
6 N -0.627
7 C 0.674
8 O -0.640
9 C -0.487
10 H 0.228
11 C -0.493
12 C 0.670
13 O -0.659
14 N -0.437
15 N -0.418
16 C 0.581
17 N -0.567
18 C 0.259
19 C -0.241
20 C -0.180
21 C -0.230
22 C -0.144
23 C -0.184
24 C 0.391
25 N -0.489
26 C 0.355
27 N -0.319
28 N -0.207
29 C -0.650
30 H 0.235
31 H 0.234
32 H 0.235
33 H 0.231
34 H 0.218
35 H 0.217
36 H 0.222
37 H 0.444
38 H 0.433
39 H 0.239
40 H 0.237
41 H 0.238
42 H 0.423
43 H 0.190
44 H 0.230
45 H 0.203
46 H 0.199
47 H 0.200
48 H 0.209
49 H 0.199
50 H 0.199

=====

# C18H23NO2

The molecule C18H23NO2 (ωB97M-V/def2-TZVPD, the OMol25 dataset).

Atoms and positions in Å:
C  -6.015  -0.935  0.218
H  -5.561  -1.615  -0.510
O  -5.639  0.396  -0.020
C  -4.296  0.714  0.050
C  -3.275  -0.169  0.346
C  -1.952  0.265  0.390
C  -1.672  1.596  0.129
C  -2.687  2.490  -0.167
C  -4.001  2.062  -0.210
O  -4.999  2.941  -0.500
H  -5.834  2.454  -0.478
H  -2.477  3.529  -0.367
H  -0.649  1.943  0.160
C  -0.849  -0.715  0.663
H  0.014  -0.199  1.084
H  -1.186  -1.468  1.376
C  -0.403  -1.396  -0.637
H  -0.323  -0.637  -1.418
H  -1.157  -2.115  -0.962
C  0.947  -2.116  -0.496
N  1.958  -1.192  -0.006
H  2.753  -1.718  0.346
C  2.429  -0.228  -0.984
C  3.554  0.596  -0.420
C  3.482  1.067  0.885
C  4.508  1.828  1.415
C  5.617  2.132  0.643
C  5.695  1.669  -0.658
C  4.670  0.903  -1.186
H  4.738  0.541  -2.202
H  6.559  1.902  -1.265
H  6.419  2.727  1.056
H  4.442  2.187  2.431
H  2.615  0.823  1.481
H  1.594  0.438  -1.231
H  2.754  -0.710  -1.925
C  0.851  -3.297  0.467
H  0.691  -2.939  1.480
H  0.029  -3.950  0.186
H  1.772  -3.878  0.449
H  1.217  -2.506  -1.500
H  -3.488  -1.207  0.550
H  -7.098  -0.960  0.107
H  -5.747  -1.253  1.230

Computed properties:
Frontier orbital gap = 8.71 eV
2S+1 = 1
SMILES = COc1cc(CC[C@H](C)NCc2ccccc2)ccc1O
F_max = 0.74 eV/A

In the natural (NBO) picture, each atom carries the following charge in e:
1 C -0.248
2 H 0.177
3 O -0.533
4 C 0.291
5 C -0.307
6 C -0.016
7 C -0.217
8 C -0.248
9 C 0.235
10 O -0.666
11 H 0.492
12 H 0.224
13 H 0.209
14 C -0.424
15 H 0.228
16 H 0.204
17 C -0.396
18 H 0.206
19 H 0.204
20 C -0.038
21 N -0.632
22 H 0.362
23 C -0.233
24 C -0.054
25 C -0.156
26 C -0.224
27 C -0.219
28 C -0.208
29 C -0.204
30 H 0.208
31 H 0.212
32 H 0.212
33 H 0.211
34 H 0.214
35 H 0.200
36 H 0.170
37 C -0.615
38 H 0.212
39 H 0.212
40 H 0.207
41 H 0.162
42 H 0.212
43 H 0.199
44 H 0.177

=====

# C18H23NO3

The molecule C18H23NO3 (ωB97M-V/def2-TZVPD, the OMol25 dataset).

Atoms and positions in Å:
C  0.074  -2.770  -0.123
H  -0.786  -3.078  0.480
O  0.413  -1.425  0.105
C  -0.497  -0.449  -0.218
C  -1.764  -0.723  -0.715
C  -2.676  0.286  -1.005
C  -2.311  1.601  -0.774
C  -1.049  1.893  -0.295
C  -0.122  0.893  -0.019
O  1.074  1.332  0.464
C  2.245  0.554  0.298
C  3.445  1.487  0.491
C  4.725  0.728  0.288
C  5.311  0.656  -0.969
C  6.472  -0.071  -1.166
C  7.059  -0.741  -0.106
C  6.481  -0.678  1.150
C  5.321  0.051  1.344
H  4.874  0.100  2.327
H  6.936  -1.197  1.981
H  7.966  -1.308  -0.259
H  6.919  -0.115  -2.148
H  4.857  1.179  -1.799
H  3.366  2.306  -0.225
H  3.399  1.906  1.497
H  2.275  0.115  -0.706
H  2.280  -0.258  1.033
H  -0.745  2.913  -0.120
H  -3.004  2.402  -0.983
C  -4.062  -0.078  -1.477
N  -4.964  -0.456  -0.395
H  -4.555  -1.229  0.124
C  -5.284  0.622  0.527
C  -6.386  0.131  1.467
O  -7.520  -0.279  0.749
H  -7.195  -0.749  -0.032
H  -6.704  0.932  2.138
H  -6.001  -0.703  2.076
H  -5.666  1.459  -0.065
H  -4.421  0.973  1.113
H  -4.015  -0.928  -2.165
H  -4.516  0.767  -2.002
H  -2.064  -1.746  -0.884
H  -0.133  -2.962  -1.181
H  0.948  -3.344  0.181

Computed properties:
Frontier orbital gap = 8.85 eV
2S+1 = 1
SMILES = COc1cc(CNCCO)ccc1OCCc1ccccc1
F_max = 0.58 eV/A

In the natural (NBO) picture, each atom carries the following charge in e:
1 C -0.250
2 H 0.175
3 O -0.518
4 C 0.300
5 C -0.308
6 C -0.045
7 C -0.231
8 C -0.222
9 C 0.244
10 O -0.506
11 C -0.045
12 C -0.457
13 C 0.079
14 C -0.251
15 C -0.193
16 C -0.225
17 C -0.203
18 C -0.246
19 H 0.209
20 H 0.212
21 H 0.212
22 H 0.211
23 H 0.209
24 H 0.214
25 H 0.215
26 H 0.176
27 H 0.185
28 H 0.224
29 H 0.213
30 C -0.233
31 N -0.635
32 H 0.353
33 C -0.254
34 C -0.059
35 O -0.724
36 H 0.479
37 H 0.181
38 H 0.145
39 H 0.192
40 H 0.180
41 H 0.201
42 H 0.200
43 H 0.212
44 H 0.177
45 H 0.203

=====

# C18H23NO4

A structure of composition C18H23NO4 at a distorted geometry (ωB97M-V/def2-TZVPD, the OMol25 dataset).

Atoms and positions in Å:
C  -7.112  -2.605  0.376
C  -5.764  -2.198  -0.470
H  -4.982  -2.869  -0.441
H  -6.079  -2.030  -1.549
O  -5.384  -1.164  -0.030
C  -4.399  -0.526  -0.410
O  -3.898  -1.019  -1.273
C  -3.901  0.811  0.179
C  -2.816  0.370  1.169
H  -2.950  -0.689  1.661
H  -2.763  1.241  2.120
C  -1.523  0.401  0.444
N  -1.028  1.457  0.002
C  0.234  2.135  -0.145
O  0.434  3.199  -0.591
C  1.203  0.989  -0.033
C  2.593  1.236  -0.079
C  3.691  0.493  -0.052
C  3.767  -0.743  -0.263
C  4.775  -1.567  -0.075
C  6.019  -1.018  -0.210
C  6.029  0.470  0.099
C  4.987  1.247  -0.008
H  5.008  2.259  0.158
H  7.100  1.043  -0.245
O  7.211  -1.839  -0.125
C  8.434  -1.505  -0.045
H  8.608  -0.591  0.850
H  8.561  -0.714  -0.791
H  9.135  -2.212  0.019
H  4.768  -2.579  -0.294
H  2.673  -1.367  -0.385
H  2.780  2.505  -0.076
H  0.961  -0.143  -0.234
C  -2.173  2.510  -0.070
C  -3.304  2.059  -0.628
H  -3.014  1.374  -1.765
H  -4.127  2.600  -0.637
H  -2.425  3.099  0.893
H  -1.893  3.484  -0.653
H  -0.579  -0.154  1.395
H  -1.631  -0.303  -0.075
H  -4.824  1.117  0.914
H  -7.965  -1.964  0.259
H  -7.030  -2.717  1.265
H  -7.407  -3.582  -0.151

Computed properties:
Frontier orbital gap = 7.76 eV
2S+1 = 1
F_max = 17.13 eV/A

In the natural (NBO) picture, each atom carries the following charge in e:
1 C -0.570
2 C -0.010
3 H 0.171
4 H 0.153
5 O -0.484
6 C 0.791
7 O -0.609
8 C -0.319
9 C -0.395
10 H 0.241
11 H 0.202
12 C -0.084
13 N -0.477
14 C 0.692
15 O -0.564
16 C -0.390
17 C 0.022
18 C -0.241
19 C -0.089
20 C -0.282
21 C 0.355
22 C -0.268
23 C -0.143
24 H 0.220
25 H 0.211
26 O -0.503
27 C -0.182
28 H 0.105
29 H 0.159
30 H 0.194
31 H 0.228
32 H 0.191
33 H 0.197
34 H 0.224
35 C -0.288
36 C -0.364
37 H 0.197
38 H 0.227
39 H 0.204
40 H 0.264
41 H 0.098
42 H 0.145
43 H 0.209
44 H 0.202
45 H 0.169
46 H 0.190

=====

In the order shown, the computed energy above the lowest of the compared OMol25 structures with the same formula, charge and spin values come out to 318.89; 22.01; 86.48; 264.02; 1871.40 kJ/mol.
In the order shown, the computed HOMO energy values come out to -0.31497; -0.31271; -0.29134; -0.30131; -0.29875 Eh.
In the order shown, the computed calculated total energy values come out to -1995.5639; -1233.5509; -904.9244; -980.1371; -1054.7545 hartree.